Entry 1:
DFT (ωB97M-V with the def2-TZVPD basis set) results for an isolated molecule of C5H6N2O in a non-equilibrium geometry.

Properties
* SMILES: CN1CC(=O)[C@@H]1C#N
* Kohn-Sham gap: 10.03 eV

Positions of all 14 atoms, in Å:
O  1.05108  1.45545  1.92350
N  -1.07124  -0.44106  -0.22996
N  1.58185  0.13757  -2.52148
C  -1.33759  -1.88899  -0.20516
C  0.44821  -0.15153  -0.10582
C  0.96956  0.01504  -1.48136
C  0.31205  0.93738  1.00808
C  -1.25090  0.54959  0.92517
H  -1.47583  -2.03892  -1.31057
H  -1.19181  -0.08141  1.93366
H  0.86273  -0.81161  0.67495
H  -0.49432  -2.52958  0.54998
H  -2.10065  1.39425  1.05330
H  -2.43101  -2.22082  0.12534

Forces on atoms 1 to 3 (eV/Å):
-3.643 -2.551 -5.329
1.976 2.913 1.808
-3.704 -0.609 5.527

Entry 2:
DFT (ωB97M-V with the def2-TZVPD basis set) results for a cluster of 2 separate species, CH4N4 in total in a non-equilibrium geometry.

Properties
* SMILES: [H]/N=N\N.C#N
* Kohn-Sham gap: 11.03 eV

Positions of all 9 atoms, in Å:
N  -1.66275  2.43134  2.04902
N  -0.17685  -1.17378  0.57580
N  0.71874  -0.72135  -1.47678
N  0.18474  -0.39668  -0.28921
C  -1.33477  1.44826  1.51597
H  1.04501  0.19687  -1.93473
H  -0.05917  -2.19486  0.29840
H  1.05220  -1.64150  -1.68896
H  -1.13961  0.53781  1.01917

Forces on atoms 1 to 3 (eV/Å):
0.839 -1.986 -1.079
-0.164 -2.288 -0.056
-0.120 2.970 -0.037

Entry 3:
DFT (ωB97M-V with the def2-TZVPD basis set) results for an isolated molecule of C5H8O in a non-equilibrium geometry.

Properties
* SMILES: C1=COCCC1
* Kohn-Sham gap: 9.40 eV

Positions of all 14 atoms, in Å:
O  -1.46864  -0.21565  -0.10083
C  0.87333  -0.96086  -0.41827
C  -0.45613  -1.18770  0.29244
C  -0.91503  0.94160  -0.06822
C  0.35013  1.40079  0.02895
C  1.45605  0.31572  0.19954
H  0.53860  2.43168  -0.13659
H  1.46759  -0.07273  1.35576
H  -0.25210  -1.26635  1.45616
H  0.73698  -0.83070  -1.50174
H  1.52087  -1.80024  -0.22148
H  -1.74248  1.68829  -0.04588
H  2.48574  0.66435  -0.24502
H  -0.85618  -2.14645  -0.06126

Forces on atoms 1 to 3 (eV/Å):
1.068 -3.770 1.326
0.035 1.068 -0.085
-0.119 -1.894 0.362